No. 1
DFT (wB97M-V/def2-TZVPD) results for C5H11NO3 as an isolated structure at a distorted geometry.

Properties
Frontier orbital gap (spin up / spin down), eV: 7.34 / 7.33
ΔE to the lowest compared entry with this formula, charge and spin, kcal/mol: 87.7

Element x y z (Å)
C: -0.3862 0.2231 -0.4586
C: 0.9993 -0.2044 -0.2896
C: -0.5442 1.6072 -1.0698
C: 1.3485 -1.5888 0.1221
C: -0.7367 0.2349 1.4334
N: -1.2915 -0.7199 -1.0262
O: -1.3964 1.4104 1.8186
O: 1.9823 0.6343 -0.6202
O: -1.1690 -0.8742 1.8520
H: -2.0161 1.1088 2.5018
H: 2.8510 0.2181 -0.4948
H: 0.3986 0.4253 1.6490
H: -1.3903 -1.5350 -0.4257
H: -1.0998 -0.9629 -1.9905
H: -0.2008 1.6305 -2.1075
H: 0.0161 2.3548 -0.5052
H: -1.5994 1.8780 -1.0410
H: 0.7236 -1.8624 0.9837
H: 2.4101 -1.6970 0.3578
H: 1.1009 -2.2806 -0.6894

No. 2
DFT (wB97M-V/def2-TZVPD) results for a 10-piece molecular cluster, C60H150N10 overall at a distorted geometry.

Properties
Frontier orbital gap, eV: 8.31
Structure (SMILES): CCN(CC)CC.CCN(CC)CC.CCN(CC)CC.CCN(CC)CC.CCN(CC)CC.CCN(CC)CC.CCN(CC)CC.CCN(CC)CC.CCN(CC)CC.CCN(CC)CC
ΔE to the lowest compared entry with this formula, charge and spin, kcal/mol: 117.3

Element x y z (Å)
C: 0.7567 -3.1577 -2.4952
C: 1.3092 -4.1372 -3.5652
N: 2.6598 -4.5922 -3.2809
C: 2.8187 -5.2662 -2.0177
C: 2.0844 -6.5980 -1.8597
C: 3.5446 -3.4160 -3.4918
C: 4.7265 -3.8519 -4.3890
H: 0.6002 -3.6402 -1.5304
H: -0.2197 -2.7695 -2.7855
H: 1.4891 -2.3705 -2.3159
H: 0.6209 -4.9566 -3.7723
H: 1.1871 -3.7905 -4.5914
H: 3.8795 -5.5130 -1.9751
H: 2.5848 -4.6917 -1.1215
H: 2.4558 -7.2519 -2.6487
H: 2.3732 -7.0864 -0.9290
H: 1.0047 -6.4685 -1.7854
H: 4.0082 -3.0988 -2.5577
H: 2.9906 -2.5505 -3.8553
H: 4.3642 -4.3863 -5.2672
H: 5.3231 -4.5834 -3.8441
H: 5.3717 -3.0467 -4.7404
C: 4.2494 -2.3369 0.4720
C: 5.7411 -2.5161 0.1095
N: 6.2537 -1.5407 -0.8824
C: 7.5465 -1.9279 -1.4482
C: 7.9117 -0.9975 -2.5844
C: 6.2218 -0.1162 -0.3679
C: 7.0291 0.1912 0.8475
H: 3.8220 -3.0851 1.1396
H: 3.5618 -2.3837 -0.3724
H: 4.0105 -1.4391 1.0419
H: 6.4492 -2.6172 0.9319
H: 5.7513 -3.5021 -0.3549
H: 8.2007 -1.8679 -0.5783
H: 7.6030 -2.9977 -1.6491
H: 8.3183 -0.0028 -2.4016
H: 8.6073 -1.5330 -3.2306
H: 7.0963 -0.8519 -3.2929
H: 5.2059 0.0820 -0.0263
H: 6.3820 0.5394 -1.2239
H: 6.8739 -0.5481 1.6333
H: 6.8629 1.1775 1.2808
H: 8.0357 0.2013 0.4295
C: -1.1640 2.6361 0.3719
C: -1.2509 1.1564 0.7156
N: 0.0115 0.3828 0.5388
C: 0.1676 -0.7923 1.4289
C: -0.0395 -0.4223 2.9624
C: 0.2996 -0.0141 -0.8869
C: 1.7325 0.3137 -1.1176
H: -0.8180 3.2880 1.1740
H: -2.1777 3.0001 0.2047
H: -0.5259 2.7732 -0.5011
H: -1.6055 1.1048 1.7450
H: -1.9607 0.6696 0.0467
H: -0.4844 -1.6435 1.2327
H: 1.2168 -1.0538 1.2914
H: 0.4783 0.4849 3.2740
H: -1.0836 -0.4620 3.2729
H: 0.4334 -1.1346 3.6385
H: -0.3191 0.4539 -1.6526
H: 0.0742 -1.0617 -1.0864
H: 1.7724 1.3824 -1.3283
H: 2.1636 -0.1757 -1.9910
H: 2.4409 0.0809 -0.3225
C: 3.2595 -2.8391 -8.0141
C: 2.6196 -1.4013 -8.2309
N: 3.2444 -0.2840 -7.4938
C: 4.4326 0.2800 -8.0801
C: 3.9466 1.1339 -9.2178
C: 3.3138 -0.5431 -6.0527
C: 2.8228 0.6476 -5.1958
H: 4.2454 -2.9296 -8.4702
H: 2.5996 -3.5953 -8.4393
H: 3.4027 -3.0527 -6.9548
H: 2.7248 -1.3942 -9.3158
H: 1.5708 -1.3531 -7.9380
H: 5.1182 -0.4999 -8.4117
H: 4.9806 0.8153 -7.3048
H: 3.0130 0.9405 -9.7461
H: 4.7062 1.1301 -9.9996
H: 3.8831 2.1458 -8.8176
H: 2.5868 -1.3299 -5.8514
H: 4.2969 -0.9275 -5.7812
H: 1.8245 1.0030 -5.4513
H: 2.8671 0.4706 -4.1211
H: 3.4666 1.5068 -5.3833
C: -7.0399 -3.4237 -0.6118
C: -7.1194 -3.9192 0.8012
N: -5.7953 -3.8420 1.4450
C: -5.5415 -2.4657 1.8790
C: -4.1367 -2.4101 2.5488
C: -5.6521 -4.9114 2.4208
C: -6.5978 -4.9292 3.7278
H: -6.6807 -2.3958 -0.5616
H: -8.0426 -3.2532 -1.0036
H: -6.4705 -4.1068 -1.2421
H: -7.9417 -3.5436 1.4103
H: -7.4466 -4.9555 0.7165
H: -5.5898 -1.7627 1.0474
H: -6.2632 -2.2781 2.6740
H: -3.4846 -3.0277 1.9311
H: -3.7517 -1.3929 2.4763
H: -4.1300 -2.8045 3.5649
H: -4.6481 -4.9308 2.8446
H: -5.8524 -5.8823 1.9676
H: -6.3576 -4.1032 4.3971
H: -6.4959 -5.8576 4.2898
H: -7.6417 -4.8385 3.4276
C: -3.0860 6.0511 6.7501
C: -3.0629 4.5281 6.5506
N: -2.0417 3.8032 7.3273
C: -2.0047 2.3968 6.8992
C: -1.5125 2.1032 5.4874
C: -2.2726 3.8260 8.7888
C: -0.9197 3.6832 9.4739
H: -2.0857 6.4606 6.6088
H: -3.3354 6.2795 7.7863
H: -3.8920 6.4632 6.1430
H: -4.0883 4.1773 6.6678
H: -2.9131 4.2201 5.5158
H: -1.2326 1.9126 7.4970
H: -2.9937 1.9612 7.0419
H: -0.6973 2.7603 5.1844
H: -1.2113 1.0583 5.4126
H: -2.3533 2.2607 4.8119
H: -2.9183 2.9900 9.0580
H: -2.7631 4.7441 9.1122
H: -0.1361 4.2098 8.9291
H: -0.5372 2.6636 9.5207
H: -0.9280 4.0851 10.4871
C: -2.1032 -2.0992 5.5562
C: -2.2599 -2.9532 6.8275
N: -2.2735 -2.1301 8.0278
C: -0.9735 -1.3127 8.1307
C: -0.8667 -0.4109 9.3130
C: -2.6536 -2.8846 9.2628
C: -4.0944 -3.2565 9.4584
H: -1.1308 -1.6124 5.4823
H: -2.8469 -1.3493 5.2867
H: -2.0763 -2.8035 4.7247
H: -3.1505 -3.5811 6.8006
H: -1.3854 -3.6031 6.7965
H: -0.1054 -1.9718 8.1256
H: -0.9692 -0.7150 7.2192
H: -0.0310 0.2720 9.1597
H: -1.7689 0.1837 9.4561
H: -0.5900 -0.9992 10.1879
H: -2.3948 -2.2052 10.0750
H: -1.9657 -3.7268 9.3365
H: -4.7736 -2.4088 9.5483
H: -4.1117 -3.6764 10.4641
H: -4.5246 -3.9906 8.7770
C: -1.4929 -0.5539 -4.7394
C: -3.0511 -0.3538 -4.4736
N: -3.5981 -1.4076 -3.5816
C: -3.2041 -1.1121 -2.2256
C: -3.1995 -2.2748 -1.2413
C: -5.0674 -1.5234 -3.6543
C: -5.6611 -2.0531 -5.0597
H: -0.8461 -0.1193 -3.9772
H: -1.2045 0.0464 -5.6022
H: -1.1931 -1.5844 -4.9297
H: -3.2819 0.6598 -4.1459
H: -3.5272 -0.3943 -5.4533
H: -3.9271 -0.3893 -1.8475
H: -2.1891 -0.7203 -2.1601
H: -2.4672 -2.9899 -1.6161
H: -4.1832 -2.7002 -1.0424
H: -2.8738 -1.9641 -0.2486
H: -5.4796 -2.1751 -2.8840
H: -5.4953 -0.5420 -3.4497
H: -4.8527 -2.2311 -5.7689
H: -6.1362 -3.0330 -5.0136
H: -6.4005 -1.3368 -5.4179
C: 2.8796 4.7940 -0.3683
C: 3.7740 3.5005 -0.3738
N: 4.1949 3.1701 0.9700
C: 5.2401 4.0129 1.6023
C: 6.4112 4.5363 0.7644
C: 3.0746 2.7876 1.8500
C: 3.5393 1.8406 2.8882
H: 2.5868 4.9972 -1.3984
H: 3.4480 5.6200 0.0592
H: 1.9737 4.6408 0.2182
H: 3.2344 2.6248 -0.7345
H: 4.6632 3.6489 -0.9865
H: 4.6378 4.7737 2.0987
H: 5.6590 3.4240 2.4183
H: 7.0435 5.0662 1.4767
H: 6.9221 3.7659 0.1868
H: 5.9960 5.2203 0.0242
H: 2.2756 2.3290 1.2674
H: 2.7319 3.7157 2.3073
H: 4.2027 2.2391 3.6558
H: 3.9879 0.8932 2.5891
H: 2.6114 1.5401 3.3748
C: -3.3674 3.3165 -5.5866
C: -3.2098 4.8250 -5.5874
N: -2.8905 5.3026 -4.2498
C: -3.2865 6.7312 -4.0952
C: -2.8550 7.6405 -5.2570
C: -1.5073 5.1414 -3.8002
C: -1.3780 4.9789 -2.3326
H: -3.7841 3.1409 -6.5784
H: -4.0879 2.8866 -4.8908
H: -2.3714 2.9487 -5.3397
H: -2.5726 5.1231 -6.4200
H: -4.2127 5.1888 -5.8111
H: -4.3754 6.6822 -4.0886
H: -3.1177 7.1078 -3.0864
H: -3.0906 8.6842 -5.0491
H: -1.7718 7.5378 -5.1918
H: -3.3106 7.4023 -6.2182
H: -0.8044 5.8407 -4.2530
H: -1.0717 4.2335 -4.2175
H: -0.3049 5.0476 -2.1546
H: -1.8272 4.0565 -1.9644
H: -1.7984 5.8316 -1.7993

No. 3
DFT (wB97M-V/def2-TZVPD) results for C19H21N3O2S as an isolated structure at a distorted geometry.

Properties
Frontier orbital gap, eV: 8.40
ΔE to the lowest compared entry with this formula, charge and spin, kcal/mol: 406.1

Element x y z (Å)
C: -0.0073 0.9940 -3.7045
C: 0.3621 -0.2550 -4.3369
C: 1.1047 -1.2594 -3.3205
N: 0.2761 -1.7110 -2.4138
C: 0.6375 -1.9937 -1.3470
O: 2.0389 -1.8773 -0.9986
C: -0.0670 -2.5430 -0.3658
H: -0.7037 -3.6593 -0.7587
H: -1.1187 -2.0529 -0.2360
C: 0.3494 -2.9074 1.1066
H: 0.3842 -4.1927 1.4307
C: -0.2903 -2.3538 2.2071
N: -0.5740 -0.6590 1.8518
C: -1.4976 -0.2002 2.5861
O: -2.4567 -0.8261 3.1151
C: -1.5653 1.3518 2.2601
C: -1.7122 2.0653 0.9829
C: -1.9267 3.3038 0.8514
C: -2.3640 3.9586 2.1316
C: -2.1420 3.4405 3.3043
C: -2.0519 2.0379 3.3482
H: -1.8044 1.5607 4.3937
H: -2.4094 3.9745 4.2180
H: -2.3173 5.0695 1.9181
H: -2.1921 3.4418 -0.0614
S: -1.3567 0.9521 -0.3287
C: 0.3260 0.7961 0.0318
N: 1.2960 1.0727 -0.4734
C: 2.6956 1.0637 -0.2767
C: 2.9657 0.4155 0.9431
C: 1.8989 -0.3363 1.7499
C: 0.4980 -0.1477 1.2219
H: 2.1790 -0.8062 2.6292
H: 3.9299 0.3128 1.1016
H: 3.3138 1.5059 -0.9430
H: -1.2254 -2.6838 2.6090
H: 0.1570 -2.3893 3.1489
H: 1.6838 -2.6193 1.1272
H: -0.6126 -1.9304 -2.6246
H: 2.1682 -0.8392 -2.9873
H: 1.6937 -1.9396 -3.9880
H: 1.4026 -0.0983 -5.2533
H: -0.3437 -0.8781 -4.9719
H: 0.7843 1.5447 -3.3904
H: -0.8043 0.5732 -3.0680
H: -0.6020 1.7239 -4.4198

No. 4
DFT (wB97M-V/def2-TZVPD) results for a 2-piece molecular cluster, C3H4N2O3 overall at a distorted geometry.

Properties
Frontier orbital gap, eV: 8.46
Structure (SMILES): O=C=[NH+][O-].CN=C=O
ΔE to the lowest compared entry with this formula, charge and spin, kcal/mol: 127.7

Element x y z (Å)
O: 1.2615 1.6433 0.2543
C: 1.5705 0.5158 -0.0080
N: 2.2138 -0.5497 -0.0112
O: 1.9600 -1.7726 0.3036
H: 3.0395 -0.4661 -0.5987
C: -1.5625 1.0157 0.0793
N: -1.0572 -0.3771 0.0529
C: -1.2273 -1.5453 -0.0111
O: -1.1897 -2.6870 -0.0615
H: -0.6731 1.6568 0.5343
H: -1.7720 1.4352 -1.0132
H: -2.5635 1.1309 0.4794